(1)
ORCA calculation (ωB97M-V/def2-TZVPD) on a 4-piece molecular cluster, C8H24O4 overall in a non-equilibrium geometry.

Structure (ORCA input):
```
! wB97M-V def2-TZVPD RIJCOSX def2/J DEFGRID3
* xyz 0 1
C 0.91 -0.14 5.54
C 1.66 -0.25 4.19
O 1.20 0.68 3.16
H 1.36 -0.67 6.38
H -0.08 -0.58 5.43
H 0.74 0.87 5.91
H 1.63 -1.26 3.78
H 2.64 -0.08 4.63
H 1.67 1.50 3.32
C -2.72 0.91 0.55
C -1.31 1.37 0.32
O -0.37 0.33 0.43
H -3.34 1.63 1.08
H -2.69 -0.02 1.12
H -3.21 0.63 -0.38
H -0.96 2.09 1.06
H -1.30 1.83 -0.67
H -0.35 0.22 1.38
C -0.67 0.37 -3.65
C -1.33 1.71 -3.47
O -1.91 2.17 -4.66
H -0.11 0.34 -4.59
H -1.43 -0.41 -3.70
H -0.07 0.12 -2.77
H -0.74 2.47 -2.96
H -2.18 1.62 -2.80
H -1.27 2.37 -5.35
C 0.75 -2.81 -1.36
C 2.06 -1.97 -1.17
O 2.52 -1.80 -2.48
H 0.04 -2.98 -0.55
H 1.01 -3.63 -2.03
H 0.20 -2.14 -2.03
H 2.74 -2.36 -0.42
H 1.76 -1.03 -0.70
H 3.17 -1.10 -2.50
*
```

Results
relative energy (zero: lowest compared OMol25 entry of this formula, charge and spin)	1.771	eV
HOMO energy	-10.0	eV
E	-620.069065	hartree

Mulliken charges in e:
1 C -1.03
2 C -0.25
3 O -0.44
4 H 0.36
5 H 0.27
6 H 0.30
7 H 0.29
8 H 0.26
9 H 0.27
10 C -1.01
11 C -0.09
12 O -0.42
13 H 0.35
14 H 0.34
15 H 0.26
16 H 0.30
17 H 0.02
18 H 0.21
19 C -0.54
20 C -0.25
21 O -0.55
22 H 0.37
23 H 0.26
24 H 0.01
25 H 0.32
26 H 0.07
27 H 0.30
28 C -0.69
29 C -0.14
30 O -0.52
31 H 0.34
32 H 0.32
33 H -0.04
34 H 0.37
35 H 0.09
36 H 0.30

---

(2)
ORCA calculation (ωB97M-V/def2-TZVPD) on C7H10 as an isolated structure.

Structure (ORCA input):
```
! wB97M-V def2-TZVPD RIJCOSX def2/J DEFGRID3
* xyz 0 1
C -1.41 -0.94 -0.76
C -0.46 -2.02 -0.36
C 0.05 -0.80 -1.09
C 0.88 0.16 -0.25
C 0.32 1.60 0.12
C 0.61 1.37 1.64
C 0.54 -0.01 1.17
H -2.11 -1.14 -1.57
H -1.82 -0.29 0.02
H -0.50 -2.98 -0.86
H 0.32 -0.91 -2.14
H 1.90 0.28 -0.63
H -0.71 1.79 -0.18
H 0.97 2.39 -0.27
H 1.54 1.85 1.95
H -0.19 1.55 2.37
H -0.19 -2.03 0.69
*
```

Results
relative energy (zero: lowest compared OMol25 entry of this formula, charge and spin)	5.380	eV
HOMO energy	-7.7	eV
E	-272.520287	hartree

Mulliken charges in e:
1 C -0.55
2 C -0.56
3 C -0.36
4 C 0.07
5 C -0.69
6 C -0.32
7 C -0.74
8 H 0.28
9 H 0.23
10 H 0.28
11 H 0.46
12 H 0.54
13 H 0.28
14 H 0.32
15 H 0.29
16 H 0.25
17 H 0.22

---

(3)
ORCA calculation (ωB97M-V/def2-TZVPD) on C5H11N3 as an isolated structure in a non-equilibrium geometry.

Structure (ORCA input):
```
! wB97M-V def2-TZVPD RIJCOSX def2/J DEFGRID3
* xyz 0 1
C -1.29 -0.88 2.30
C -1.03 -1.34 0.93
C -0.88 -2.68 0.78
C -0.63 -0.40 0.00
C 0.27 1.67 -0.66
H -2.20 -1.41 2.60
H -0.52 -1.23 2.87
H -1.30 0.29 2.40
H -1.61 -3.27 1.59
H 0.39 -3.07 1.17
H -0.95 -3.16 -0.41
H -0.07 -1.02 -0.75
H -0.14 2.69 -0.61
H 1.30 0.18 -1.50
H 3.00 2.47 -1.25
H 2.44 2.35 -2.61
N -0.72 1.00 -0.04
N 1.22 1.16 -1.53
N 2.50 1.70 -1.80
*
```

Results
relative energy (zero: lowest compared OMol25 entry of this formula, charge and spin)	5.702	eV
HOMO energy	-7.6	eV
E	-361.179851	hartree

Mulliken charges in e:
1 C -1.20
2 C 0.85
3 C -1.18
4 C -0.24
5 C 0.00
6 H 0.33
7 H 0.36
8 H 0.28
9 H 0.28
10 H 0.20
11 H 0.30
12 H 0.17
13 H 0.34
14 H 0.23
15 H 0.26
16 H 0.24
17 N -0.51
18 N 0.05
19 N -0.74

---

(4)
ORCA calculation (ωB97M-V/def2-TZVPD) on a 2-piece molecular cluster, C4H3F3 overall in a non-equilibrium geometry.

Structure (ORCA input):
```
! wB97M-V def2-TZVPD RIJCOSX def2/J DEFGRID3
* xyz 0 1
C 2.21 -1.13 -0.06
C 2.37 0.05 -0.12
C -1.85 -0.14 -0.34
C -1.15 0.70 0.42
F 1.79 -2.31 0.19
F 2.66 1.33 -0.28
F -0.58 1.76 -0.02
H -1.74 -0.22 -1.44
H -2.40 -0.93 0.14
H -1.30 0.89 1.49
*
```

Results
relative energy (zero: lowest compared OMol25 entry of this formula, charge and spin)	3.863	eV
HOMO energy	-9.9	eV
E	-453.624262	hartree

Mulliken charges in e:
1 C 0.26
2 C 0.20
3 C -0.62
4 C 0.05
5 F -0.23
6 F -0.23
7 F -0.23
8 H 0.25
9 H 0.25
10 H 0.31

---

(5)
ORCA calculation (ωB97M-V/def2-TZVPD) on a 2-piece molecular cluster, C11H15N overall in a non-equilibrium geometry.

Structure (ORCA input):
```
! wB97M-V def2-TZVPD RIJCOSX def2/J DEFGRID3
* xyz 0 1
C -1.75 -3.45 0.14
C -1.99 -2.70 -1.15
H -2.37 -4.31 0.39
H -0.74 -3.89 0.15
H -1.69 -2.84 1.04
H -2.18 -3.41 -1.96
H -2.65 -1.84 -1.08
H -1.01 -2.29 -1.42
C -0.23 2.21 -2.40
C 1.14 0.21 0.49
C 0.02 0.90 -0.13
C 0.57 1.53 -1.30
C 1.85 1.13 -1.44
C 1.18 -0.36 1.76
C -0.03 -0.26 2.45
C -1.05 0.55 1.96
C -1.02 1.23 0.74
N 2.25 0.44 -0.30
H 2.02 -0.86 2.20
H -0.13 -0.65 3.45
H 3.12 -0.08 -0.26
H -1.75 0.93 2.70
H 2.56 1.43 -2.20
H -1.87 1.88 0.56
H 0.41 2.14 -3.28
H -0.45 3.25 -2.20
H -0.99 1.49 -2.71
*
```

Results
relative energy (zero: lowest compared OMol25 entry of this formula, charge and spin)	1.140	eV
HOMO energy	-7.9	eV
E	-482.873296	hartree

Mulliken charges in e:
1 C -0.87
2 C -0.67
3 H 0.33
4 H 0.26
5 H 0.23
6 H 0.30
7 H 0.25
8 H 0.16
9 C -1.31
10 C 0.12
11 C 0.66
12 C 0.45
13 C -0.70
14 C -0.78
15 C -0.38
16 C -0.49
17 C -0.64
18 N -0.08
19 H 0.39
20 H 0.40
21 H 0.23
22 H 0.32
23 H 0.39
24 H 0.38
25 H 0.38
26 H 0.29
27 H 0.35

---

(6)
ORCA calculation (ωB97M-V/def2-TZVPD) on C26H43BeBr2F3N3NaO8V as an isolated structure in a non-equilibrium geometry.

Structure (ORCA input):
```
! wB97M-V def2-TZVPD RIJCOSX def2/J DEFGRID3
* xyz 1 1
C 0.95 4.09 -7.67
C 0.81 4.00 -6.16
O 1.81 3.92 -5.48
O -0.45 3.96 -5.63
C -0.63 4.85 -4.53
C -1.13 4.02 -3.30
C -0.05 2.98 -3.07
C 1.00 3.34 -2.18
C 2.00 2.42 -2.00
C 1.92 1.21 -2.70
N 0.88 1.02 -3.48
C 0.83 -0.30 -4.22
C 1.18 -1.49 -3.33
F -0.45 -0.46 -4.65
N -0.10 1.84 -3.71
H 1.19 3.10 -8.09
H 0.02 4.41 -8.15
H 1.78 4.75 -7.95
H -1.40 5.58 -4.83
H 0.27 5.42 -4.26
H -1.16 4.72 -2.46
H -2.10 3.58 -3.54
H 1.01 4.31 -1.69
H 2.86 2.63 -1.36
H 2.72 0.49 -2.57
H 1.47 -0.23 -5.11
H 0.86 -1.39 -2.29
H 0.80 -2.43 -3.81
H 2.28 -1.60 -3.33
C -2.69 -0.12 -0.75
C -2.04 -1.44 -0.38
N -2.39 -1.90 0.95
C -1.55 -2.99 1.42
C -1.60 -4.31 0.65
C -3.81 -2.03 1.22
C -4.63 -2.94 0.29
H -2.49 0.65 0.00
H -2.30 0.23 -1.71
H -3.77 -0.22 -0.86
H -0.95 -1.30 -0.42
H -2.29 -2.19 -1.15
H -1.75 -3.18 2.48
H -0.51 -2.63 1.41
H -2.52 -4.86 0.85
H -0.78 -4.95 0.97
H -1.50 -4.15 -0.42
H -4.25 -1.03 1.19
H -3.95 -2.35 2.25
H -4.42 -2.76 -0.76
H -5.70 -2.75 0.45
H -4.47 -3.99 0.51
F 1.87 -2.35 1.17
C 2.21 -1.70 2.28
C 1.77 -0.40 2.47
C 2.12 0.28 3.63
C 2.93 -0.35 4.60
C 3.36 -1.66 4.38
C 3.00 -2.34 3.23
H 1.15 0.07 1.71
H 1.78 1.29 3.79
H 3.20 0.17 5.51
H 3.97 -2.15 5.11
H 3.33 -3.37 3.07
O 5.15 -4.37 3.64
H 5.67 -4.96 3.09
F 3.12 1.83 5.26
Br -5.30 4.17 2.09
C -5.04 2.64 0.92
C -6.03 1.54 1.22
Br -5.55 0.56 2.84
H -4.01 2.32 1.04
H -5.20 3.01 -0.08
H -6.02 0.80 0.42
H -7.04 1.91 1.36
O -6.10 1.27 -1.88
V -6.10 0.09 -3.09
O -6.06 -1.08 -4.27
Na 5.53 -2.25 5.19
O -7.09 -2.58 4.21
H -6.97 -1.65 3.93
C 9.69 -0.03 7.46
C 9.56 -1.38 6.69
O 8.39 -1.70 6.40
O 10.63 -1.94 6.49
H 8.72 0.43 7.62
H 10.16 -0.21 8.43
H 10.31 0.65 6.88
Be 0.09 -4.24 -3.26
*
```

Results
HOMO energy	-9.8	eV
E	-8350.253537	hartree

Mulliken charges in e:
1 C -1.10
2 C 0.81
3 O -0.51
4 O -0.32
5 C -0.62
6 C -0.92
7 C 0.68
8 C -0.32
9 C -1.05
10 C 0.07
11 N 1.12
12 C 0.23
13 C -0.97
14 F -0.28
15 N -0.95
16 H 0.28
17 H 0.32
18 H 0.34
19 H 0.43
20 H 0.39
21 H 0.40
22 H 0.36
23 H 0.51
24 H 0.51
25 H 0.49
26 H 0.24
27 H 0.38
28 H -0.03
29 H 0.52
30 C -1.02
31 C 0.22
32 N 0.14
33 C -0.22
34 C -1.08
35 C 0.14
36 C -1.12
37 H 0.20
38 H 0.40
39 H 0.05
40 H 0.02
41 H 0.18
42 H 0.48
43 H -0.15
44 H 0.30
45 H 0.47
46 H 0.14
47 H -0.61
48 H 0.62
49 H 0.22
50 H 0.42
51 H 0.29
52 F -0.31
53 C 0.62
54 C -0.31
55 C -0.43
56 C -0.63
57 C -0.52
58 C -0.80
59 H 0.48
60 H 0.46
61 H 0.57
62 H 0.71
63 H 0.51
64 O -0.71
65 H 0.22
66 F -0.58
67 Br -0.14
68 C -0.49
69 C -0.35
70 Br -0.19
71 H 0.23
72 H 0.35
73 H 0.06
74 H 0.53
75 O -0.89
76 V 1.63
77 O -0.80
78 Na 0.88
79 O -0.40
80 H 0.30
81 C -0.67
82 C 0.65
83 O -0.50
84 O -0.45
85 H 0.27
86 H 0.26
87 H 0.26
88 Be 0.04